1.
{
  "formula": "C9H10N2SeV",
  "method": "ωB97M-V/def2-TZVPD",
  "e_tot_ha": -3803.7774,
  "lumo_ev": [-0.24, -0.61],
  "e_homo_ev": [-7.34, -7.42],
  "mol_weight_g_mol": 276.10,
  "multiplicity": 2,
  "symbols": ["C", "C", "C", "C", "C", "V", "C", "C", "C", "N", "H", "H", "H", "H", "H", "H", "H", "H", "H", "H", "Se", "C", "N"],
  "coordinates": [[0.8934, -1.1871, -1.7504], [-0.5009, -1.1421, -2.0159], [-1.1771, -1.8390, -0.9798], [-0.2030, -2.3218, -0.0611], [1.0857, -1.9167, -0.5292], [0.0719, -0.0161, 0.0014], [-1.5443, 1.5842, -0.8663], [-0.3844, 1.9270, -1.4486], [0.5017, 2.5667, -2.2227], [1.4204, 0.9653, 0.1375], [-2.2567, -2.0343, -0.9332], [-0.9622, -0.7004, -2.9130], [-0.3940, -2.9736, 0.8034], [2.0534, -2.2239, -0.1168], [1.6878, -0.8354, -2.4188], [-2.2654, 0.9460, -1.4124], [2.1716, 1.5391, 0.3737], [-1.9381, 2.0926, 0.0367], [0.2999, 3.3739, -2.9483], [1.5522, 2.2631, -2.1769], [0.0005, 0.0015, 4.9616], [0.0009, -0.0011, 3.2455], [-0.1134, -0.0680, 2.0537]],
  "forces_ev_per_angstrom": [[0.017, -0.808, -0.233], [0.374, 0.049, -0.169], [-0.151, -0.222, 0.435], [0.091, -0.324, -0.274], [-0.041, -0.543, -0.463], [2.071, 1.470, 0.629], [-0.307, -0.109, 0.160], [-0.018, 1.987, -1.200], [-0.079, -1.192, 0.933], [-2.956, -1.959, -0.674], [0.648, 0.257, 0.085], [0.289, -0.121, 0.721], [0.100, 0.697, -0.415], [-0.601, 0.371, -0.072], [-0.479, 0.045, 0.537], [0.650, 0.257, 0.430], [1.558, 1.091, 0.309], [0.522, -0.277, -0.590], [-0.507, -0.565, 0.695], [-0.432, 0.051, 0.009], [0.202, 0.105, 1.507], [-0.750, -0.421, -4.174], [-0.201, 0.160, 1.814]],
  "lowdin_spin": [-0.01, -0.01, 0.01, -0.01, 0.00, 1.23, 0.04, 0.00, 0.00, -0.32, 0.00, 0.00, 0.00, 0.00, 0.00, 0.00, -0.02, 0.01, 0.00, 0.00, 0.04, 0.03, 0.00]
}

2.
{
  "formula": "C2H3FLuO",
  "method": "ωB97M-V/def2-TZVPD",
  "e_tot_ha": -1488.2090,
  "lumo_ev": [-7.36, -7.36],
  "e_homo_ev": [-12.50, -12.50],
  "mol_weight_g_mol": 237.01,
  "charge": 1,
  "symbols": ["Lu", "O", "C", "C", "H", "H", "F", "H"],
  "coordinates": [[-1.5154, 0.4380, -0.8157], [0.4272, 1.1366, -0.1754], [0.7832, 0.9781, 1.1103], [0.7958, -0.3257, 1.4713], [1.6452, 1.6179, 1.3601], [0.9558, -0.5849, 2.5180], [0.0163, -1.3227, -1.3036], [1.2632, -0.8660, 0.3192]],
  "forces_ev_per_angstrom": [[7.580, -2.718, 1.190], [-3.742, 1.514, -1.597], [1.721, -0.935, -2.126], [0.918, -1.281, -2.177], [-1.201, 0.862, 1.111], [0.305, -0.508, -0.517], [-3.281, 2.535, 0.190], [-2.300, 0.532, 3.925]],
  "nbo_charge": [2.31, -0.91, 0.12, -0.54, 0.24, 0.23, -0.80, 0.35]
}

3.
{
  "formula": "C10H12FN",
  "method": "ωB97M-V/def2-TZVPD",
  "e_tot_ha": -542.8345,
  "lumo_ev": 0.58,
  "e_homo_ev": -9.64,
  "mol_weight_g_mol": 165.21,
  "smiles": "Fc1ccccc1.CCCC#N",
  "symbols": ["F", "C", "C", "C", "C", "C", "C", "H", "H", "H", "H", "H", "C", "C", "C", "C", "N", "H", "H", "H", "H", "H", "H", "H"],
  "coordinates": [[-3.5698, 3.1807, -2.9367], [-2.3615, 2.8056, -2.3565], [-2.3861, 2.6218, -0.9896], [-1.3054, 1.9469, -0.4263], [-0.3030, 1.4150, -1.2258], [-0.3401, 1.5734, -2.5951], [-1.3681, 2.2765, -3.1366], [-3.2773, 2.7276, -0.3887], [-1.4195, 1.8565, 0.6438], [0.5275, 0.8881, -0.7796], [0.4187, 1.1536, -3.2388], [-1.4889, 2.3383, -4.2081], [-0.0018, -2.4867, 1.6284], [1.1071, -1.4587, 1.3725], [2.3668, -1.6430, 2.2672], [3.1316, -2.8544, 2.0917], [3.7371, -3.8487, 1.9727], [0.3290, -3.4762, 1.3132], [-0.8034, -2.2590, 0.9257], [-0.2990, -2.4376, 2.6760], [0.7755, -0.4264, 1.4847], [1.4900, -1.4025, 0.3536], [2.0162, -1.7171, 3.2967], [3.0244, -0.7738, 2.2559]],
  "forces_ev_per_angstrom": [[1.465, 0.186, 0.199], [-2.245, -0.703, 0.440], [0.407, -0.627, -0.303], [-0.666, 0.417, -0.093], [0.518, 0.026, 0.942], [0.625, -0.097, 0.458], [-0.889, 0.692, -1.670], [-0.041, 0.671, -0.144], [0.728, -0.497, 0.143], [0.003, -0.122, 0.108], [0.050, -0.082, 0.058], [0.054, 0.121, -0.132], [0.748, 0.613, -1.094], [1.204, 0.229, -0.119], [-1.044, 0.491, 0.764], [1.575, -2.673, -0.807], [-1.353, 2.224, 0.254], [0.128, -0.139, 0.499], [-0.399, 0.096, 0.437], [-0.243, -0.246, -0.184], [-0.302, -0.028, 0.599], [-0.302, -0.684, -0.347], [-0.068, 0.182, 0.268], [0.048, -0.049, -0.277]],
  "nbo_charge": [-0.34, 0.40, -0.27, -0.20, -0.23, -0.19, -0.28, 0.23, 0.22, 0.21, 0.22, 0.23, -0.62, -0.37, -0.52, 0.29, -0.33, 0.22, 0.22, 0.21, 0.21, 0.21, 0.24, 0.25]
}

4.
{
  "formula": "C11H23NO22S5",
  "method": "ωB97M-V/def2-TZVPD",
  "e_tot_ha": -4132.9162,
  "lumo_ev": -0.25,
  "e_homo_ev": -8.36,
  "mol_weight_g_mol": 681.63,
  "symbols": ["C", "N", "O", "O", "H", "H", "H", "C", "C", "O", "S", "O", "O", "O", "H", "H", "H", "H", "C", "C", "O", "S", "O", "O", "O", "H", "H", "H", "H", "C", "C", "O", "S", "O", "O", "O", "H", "H", "H", "H", "C", "C", "O", "S", "O", "O", "O", "H", "H", "H", "H", "C", "C", "O", "S", "O", "O", "O", "H", "H", "H", "H"],
  "coordinates": [[-0.2498, 0.7751, -0.4852], [-0.7451, -0.6449, -0.4019], [-0.8494, -1.1872, 0.7407], [-1.1748, -1.1141, -1.4601], [0.6225, 0.8096, 0.1674], [-1.0660, 1.4038, -0.1290], [0.0834, 0.9375, -1.5102], [4.2782, 1.9598, 1.1032], [4.4317, 1.1359, -0.1741], [3.6613, -0.0251, -0.1013], [2.9783, -0.1983, 1.4297], [3.3389, -1.4707, 1.9571], [1.5524, 0.2287, 1.3688], [3.8684, 0.9649, 2.0547], [3.4871, 2.7054, 1.0227], [5.2027, 2.4142, 1.4594], [5.4878, 0.8746, -0.2422], [4.1745, 1.6131, -1.1197], [1.3548, 1.0234, -4.4448], [-0.1320, 0.5919, -4.3160], [-0.8580, 1.6423, -3.6221], [0.1884, 2.7681, -2.9353], [0.1884, 2.8114, -1.4599], [0.1620, 4.0595, -3.6857], [1.5120, 1.8412, -3.3353], [1.5776, 1.5636, -5.3649], [1.9697, 0.1344, -4.3050], [-0.1813, -0.3957, -3.8574], [-0.5540, 0.5205, -5.3185], [-3.3328, -2.3352, -0.1797], [-2.4726, -2.7167, 1.0913], [-2.0496, -4.0017, 0.8149], [-2.0966, -4.4116, -0.8156], [-2.3178, -5.8228, -1.0583], [-1.1511, -3.6311, -1.5799], [-3.4960, -3.5583, -0.8990], [-3.0279, -1.4919, -0.7994], [-4.3510, -2.1323, 0.1522], [-3.1190, -2.7538, 1.9682], [-1.6058, -2.0982, 1.3240], [1.3438, -2.0781, 1.1868], [0.3612, -2.9774, 0.3868], [-0.4296, -3.5337, 1.3630], [0.4332, -3.9456, 2.7090], [1.0134, -5.2980, 2.5761], [-0.2087, -3.6467, 4.0188], [1.5881, -2.7717, 2.4644], [0.7629, -1.1626, 1.2982], [2.3325, -1.8633, 0.7813], [0.9023, -3.7351, -0.1799], [-0.2271, -2.4260, -0.3467], [-2.0235, 4.6520, 2.6002], [-3.2116, 3.8409, 2.1565], [-2.7931, 2.7671, 1.3105], [-1.1921, 2.7181, 1.0732], [-0.9898, 2.7419, -0.4016], [-0.4690, 1.7897, 1.9122], [-1.0579, 4.2402, 1.6964], [-1.5902, 4.4074, 3.5700], [-2.1993, 5.7166, 2.4456], [-3.7838, 4.4261, 1.4366], [-3.8511, 3.3485, 2.8891]],
  "forces_ev_per_angstrom": [[1.191, -5.753, -0.473], [-0.907, 1.972, 0.436], [1.122, 7.427, -4.385], [1.095, 0.133, 1.413], [-0.864, 0.514, -0.654], [0.513, -4.274, -1.790], [-0.890, -1.050, 0.770], [-1.124, -0.155, -0.368], [1.545, 0.773, -0.866], [-1.753, -1.113, 1.932], [-0.069, 3.010, -0.851], [3.305, 3.104, 1.646], [5.922, 1.743, 1.357], [-0.154, -0.515, 0.816], [0.029, 0.080, 0.058], [-0.142, -0.222, -0.058], [0.047, -0.396, -0.098], [-0.158, 0.473, 0.302], [-1.385, -0.542, -0.126], [0.425, 0.070, -1.303], [1.159, 1.130, 1.085], [2.218, 1.625, -1.572], [8.536, 2.126, -12.376], [-0.513, -3.779, 1.712], [0.122, 1.719, 1.381], [0.022, -0.103, -0.034], [0.207, 0.245, -0.187], [-0.465, 0.417, 0.657], [-0.280, 0.055, 0.159], [-1.217, 0.033, 1.316], [-3.533, 0.059, 0.143], [-6.014, -5.480, -4.878], [-2.595, 1.719, 1.325], [0.506, 2.357, 0.802], [-0.757, -2.236, 0.231], [0.549, -0.840, -1.524], [0.221, -0.575, 0.078], [0.021, 0.158, 0.039], [-0.364, -0.404, -0.031], [-3.098, -1.794, 0.455], [-2.892, -3.191, -1.146], [4.425, -0.338, -1.145], [7.805, -0.532, 6.093], [1.853, -0.105, 1.529], [-1.347, 2.975, -0.154], [0.790, -0.468, -3.822], [-1.689, -1.367, -0.283], [0.968, -2.172, 1.124], [-2.181, -2.187, -1.702], [0.065, -0.508, 0.184], [1.151, -1.829, 0.594], [0.078, -0.815, 0.666], [-1.948, -0.425, -0.644], [1.278, -1.236, 0.352], [-2.372, 3.405, 2.235], [-9.297, 5.151, 11.476], [-1.195, 1.712, -0.789], [2.940, -0.904, -2.648], [-0.688, 0.289, 0.414], [0.112, -0.101, 0.265], [-0.432, 0.290, 0.533], [0.104, 0.645, 0.330]],
  "nbo_charge": [-0.51, 0.52, -0.44, -0.38, 0.28, 0.24, 0.21, -0.09, -0.10, -0.67, 2.52, -0.83, -0.90, -0.67, 0.20, 0.22, 0.19, 0.21, -0.10, -0.10, -0.66, 2.41, -0.80, -0.84, -0.69, 0.19, 0.21, 0.22, 0.21, -0.12, -0.14, -0.65, 2.49, -0.84, -0.91, -0.69, 0.20, 0.19, 0.18, 0.27, -0.15, -0.14, -0.68, 2.46, -0.88, -0.87, -0.70, 0.26, 0.17, 0.18, 0.26, -0.10, -0.11, -0.69, 2.46, -0.79, -0.83, -0.68, 0.20, 0.22, 0.20, 0.22]
}

What did the first record say?
{
  "formula": "C9H10N2SeV",
  "method": "ωB97M-V/def2-TZVPD",
  "e_tot_ha": -3803.7774,
  "lumo_ev": [-0.24, -0.61],
  "e_homo_ev": [-7.34, -7.42],
  "mol_weight_g_mol": 276.10,
  "multiplicity": 2,
  "symbols": ["C", "C", "C", "C", "C", "V", "C", "C", "C", "N", "H", "H", "H", "H", "H", "H", "H", "H", "H", "H", "Se", "C", "N"],
  "coordinates": [[0.8934, -1.1871, -1.7504], [-0.5009, -1.1421, -2.0159], [-1.1771, -1.8390, -0.9798], [-0.2030, -2.3218, -0.0611], [1.0857, -1.9167, -0.5292], [0.0719, -0.0161, 0.0014], [-1.5443, 1.5842, -0.8663], [-0.3844, 1.9270, -1.4486], [0.5017, 2.5667, -2.2227], [1.4204, 0.9653, 0.1375], [-2.2567, -2.0343, -0.9332], [-0.9622, -0.7004, -2.9130], [-0.3940, -2.9736, 0.8034], [2.0534, -2.2239, -0.1168], [1.6878, -0.8354, -2.4188], [-2.2654, 0.9460, -1.4124], [2.1716, 1.5391, 0.3737], [-1.9381, 2.0926, 0.0367], [0.2999, 3.3739, -2.9483], [1.5522, 2.2631, -2.1769], [0.0005, 0.0015, 4.9616], [0.0009, -0.0011, 3.2455], [-0.1134, -0.0680, 2.0537]],
  "forces_ev_per_angstrom": [[0.017, -0.808, -0.233], [0.374, 0.049, -0.169], [-0.151, -0.222, 0.435], [0.091, -0.324, -0.274], [-0.041, -0.543, -0.463], [2.071, 1.470, 0.629], [-0.307, -0.109, 0.160], [-0.018, 1.987, -1.200], [-0.079, -1.192, 0.933], [-2.956, -1.959, -0.674], [0.648, 0.257, 0.085], [0.289, -0.121, 0.721], [0.100, 0.697, -0.415], [-0.601, 0.371, -0.072], [-0.479, 0.045, 0.537], [0.650, 0.257, 0.430], [1.558, 1.091, 0.309], [0.522, -0.277, -0.590], [-0.507, -0.565, 0.695], [-0.432, 0.051, 0.009], [0.202, 0.105, 1.507], [-0.750, -0.421, -4.174], [-0.201, 0.160, 1.814]],
  "lowdin_spin": [-0.01, -0.01, 0.01, -0.01, 0.00, 1.23, 0.04, 0.00, 0.00, -0.32, 0.00, 0.00, 0.00, 0.00, 0.00, 0.00, -0.02, 0.01, 0.00, 0.00, 0.04, 0.03, 0.00]
}